## P
{
  "formula": "CH16O7",
  "method": "ωB97M-V with the def2-TZVPD basis set",
  "symbols": ["O", "O", "O", "O", "O", "O", "O", "C", "H", "H", "H", "H", "H", "H", "H", "H", "H", "H", "H", "H", "H", "H", "H", "H"],
  "xyz": [[-1.030, -2.764, -1.571], [1.063, -0.968, -1.339], [-0.178, 2.772, 0.260], [-0.638, 1.219, -1.902], [-0.585, 0.552, 1.896], [-2.489, -0.226, -0.131], [1.368, -0.676, 3.005], [1.654, -0.558, -0.080], [-2.344, 0.660, -0.570], [2.731, -0.179, 0.037], [1.710, -1.316, -1.981], [-2.240, -0.876, -0.781], [-0.329, 1.391, 1.445], [1.657, -1.327, 0.766], [-1.292, 0.262, 1.220], [0.550, -0.174, 2.651], [-0.197, 2.631, -0.659], [0.928, 0.150, 0.382], [-1.191, -3.229, -0.727], [1.305, -0.614, 3.965], [0.597, 3.285, 0.417], [-0.330, -2.109, -1.319], [-0.851, 1.414, -2.836], [0.127, 0.679, -2.147]],
  "mulliken_charge": [-0.701, -0.524, -0.638, -0.605, -0.748, -0.726, -0.708, -0.192, 0.323, 0.357, 0.255, 0.361, 0.323, 0.280, 0.407, 0.444, 0.322, -0.114, 0.349, 0.294, 0.310, 0.364, 0.293, 0.275],
  "total_charge": 0,
  "smiles": "CO.O.O.O.O.O.O",
  "mol_weight_g_mol": 140.1,
  "homo_lumo_gap_ev": 10.205,
  "lumo_energy_ha": -0.0003,
  "e_homo_ha": -0.3754
}



## Q
{
  "formula": "CH16O7",
  "method": "ωB97M-V with the def2-TZVPD basis set",
  "symbols": ["O", "O", "O", "O", "O", "O", "O", "C", "H", "H", "H", "H", "H", "H", "H", "H", "H", "H", "H", "H", "H", "H", "H", "H"],
  "xyz": [[-1.412, 1.965, 1.875], [1.252, -0.474, 0.125], [0.755, -2.466, 1.870], [1.825, -1.141, -3.287], [-2.085, 0.659, -1.070], [-1.707, -1.159, 1.517], [2.470, 1.615, 1.570], [-1.215, 0.675, -2.222], [2.019, 0.124, 0.204], [2.360, 1.006, 2.290], [-2.601, -0.130, -1.113], [-1.682, 2.282, 0.988], [-0.161, -2.101, 1.786], [1.699, -0.968, -2.331], [2.670, -1.240, -3.678], [-1.604, 1.470, -2.856], [-1.076, -0.309, -2.668], [-0.250, 1.084, -1.889], [-1.805, -0.531, 2.254], [0.754, -3.184, 1.240], [-1.410, -0.552, 0.826], [1.110, -1.153, 0.806], [1.557, 1.788, 1.290], [-1.463, 2.741, 2.473]],
  "mulliken_charge": [-0.614, -0.649, -0.758, -0.653, -0.518, -0.730, -0.695, -0.522, 0.356, 0.321, 0.285, 0.309, 0.416, 0.353, 0.285, 0.305, 0.287, 0.141, 0.333, 0.328, 0.389, 0.388, 0.352, 0.291],
  "total_charge": 0,
  "smiles": "CO.O.O.O.O.O.O",
  "mol_weight_g_mol": 140.1,
  "homo_lumo_gap_ev": 10.991,
  "lumo_energy_ha": 0.0132,
  "e_homo_ha": -0.3908
}



So which one wins? Going from most stable to least: Q, P.